Entry from the Open Molecules 2025 dataset: one molecule with the formula C3H5NO2 at a distorted geometry (the ωB97M-V functional and the def2-TZVPD basis).

Geometry as XYZ:
```
11
Properties=species:S:1:pos:R:3:mulliken_charge:R:1
C 1.362 -0.584 0.652 -1.008
C -0.266 -0.904 0.208 0.562
O -1.014 -1.799 0.469 -0.454
N -0.621 0.149 -0.774 -0.259
C -1.450 1.222 -0.606 0.162
O -0.934 2.303 -0.884 -0.579
H 1.985 -0.713 -0.253 0.332
H 1.393 -1.452 1.287 0.303
H 1.714 0.325 1.199 0.323
H 0.217 0.583 -1.139 0.267
H -2.385 0.870 -0.160 0.350
```

Results
E_HOMO = -10.355 eV
structure (SMILES) = CC(=O)NC=O
molecular weight = 87.1 Da
E_tot = -322.5069 a.u.
Kohn-Sham gap = 11.03 eV
2S+1 = 1
LUMO level = 0.025 Eh


Entry from the Open Molecules 2025 dataset: H10O5 as an isolated structure at a distorted geometry (the ωB97M-V functional and the def2-TZVPD basis).

Geometry as XYZ:
```
15
Properties=species:S:1:pos:R:3:mulliken_charge:R:1
H -0.452 -0.518 1.062 0.312
H -1.377 -0.701 -0.130 0.319
H 1.326 -2.627 0.019 0.263
H 2.566 -2.393 -0.828 0.298
H 3.741 -0.273 -0.016 0.221
H 2.419 -0.230 0.731 0.282
H 1.480 3.141 -0.916 0.320
H 1.609 4.376 -0.039 0.311
H -5.374 -0.667 -0.895 0.313
H -5.286 -0.499 0.613 0.321
O -1.342 -0.313 0.752 -0.632
O 1.867 -1.924 -0.358 -0.553
O 2.985 -0.821 0.222 -0.511
O 1.313 3.459 -0.021 -0.629
O -5.474 -0.011 -0.197 -0.635
```

Results
E_HOMO = -8.430 eV
molecular weight = 90.1 Da
E_tot = -382.0318 a.u.
Kohn-Sham gap = 8.95 eV
2S+1 = 1
LUMO level = 0.019 Eh


Entry from the Open Molecules 2025 dataset: H28NeO14 as an isolated structure (the ωB97M-V functional and the def2-TZVPD basis).

Geometry as XYZ:
```
43
Properties=species:S:1:pos:R:3:mulliken_charge:R:1
Ne -0.185 -0.047 -0.145 0.019
O 1.919 0.895 3.202 -0.624
H 1.609 0.405 3.963 0.307
H 1.681 0.349 2.452 0.302
O -0.111 3.516 0.302 -0.680
H -0.061 4.262 0.900 0.286
H 0.801 3.283 0.132 0.380
O -0.987 -3.019 2.932 -0.651
H -1.683 -3.426 2.416 0.336
H -1.286 -2.121 3.071 0.394
O 2.605 3.009 -0.563 -0.684
H 3.037 3.744 -0.128 0.319
H 2.822 2.249 -0.023 0.337
O 1.492 0.575 -3.813 -0.636
H 1.655 -0.128 -3.184 0.403
H 0.767 1.073 -3.435 0.373
O -0.886 2.084 -2.958 -0.637
H -1.539 1.869 -2.292 0.282
H -0.604 2.973 -2.740 0.316
O -0.971 2.454 2.796 -0.655
H -0.818 2.527 1.854 0.383
H -0.311 3.022 3.192 0.284
O 2.454 -1.327 -1.968 -0.721
H 3.352 -1.208 -2.279 0.270
H 2.119 -2.065 -2.478 0.307
O -2.948 0.643 -1.030 -0.591
H -3.628 0.909 -1.648 0.293
H -3.371 0.693 -0.172 0.289
O -0.464 -2.198 -2.265 -0.631
H -0.690 -1.285 -2.085 0.277
H -0.906 -2.396 -3.091 0.292
O -1.364 -0.328 3.361 -0.663
H -0.854 0.479 3.299 0.313
H -2.258 -0.065 3.144 0.282
O 2.218 -1.038 0.828 -0.505
H 2.155 -1.282 -0.095 0.313
H 3.152 -0.888 0.974 0.263
O -3.132 -2.957 -1.142 -0.621
H -3.690 -2.180 -1.193 0.306
H -2.277 -2.659 -1.453 0.396
O 0.448 -3.853 0.441 -0.627
H 0.181 -3.322 1.191 0.377
H 0.557 -3.223 -0.272 0.229
```

Results
E_HOMO = -10.286 eV
molecular weight = 272.4 Da
E_tot = -1199.1055 a.u.
Kohn-Sham gap = 10.08 eV
2S+1 = 1
LUMO level = -0.008 Eh


Entry from the Open Molecules 2025 dataset: C5H9NO as an isolated structure at a distorted geometry (the ωB97M-V functional and the def2-TZVPD basis).

Geometry as XYZ:
```
16
Properties=species:S:1:pos:R:3:mulliken_charge:R:1
C 1.206 -1.287 -0.043 -1.173
C 0.569 0.119 0.214 0.990
O 1.477 1.135 0.733 -0.547
C -0.214 0.605 -1.016 -0.753
N -1.400 1.086 -0.167 -0.536
C -1.952 -0.182 0.385 -0.263
C -0.736 0.384 0.988 -0.364
H 1.537 -2.038 0.701 0.327
H 2.424 -0.663 -0.284 0.230
H 1.146 -1.801 -1.042 0.297
H 1.296 1.999 0.318 0.360
H -0.597 -0.107 -1.751 0.390
H 0.774 1.065 -1.743 0.263
H -1.930 -1.091 -0.220 0.204
H -2.883 -0.053 0.944 0.244
H -0.716 0.829 1.984 0.331
```

Results
E_HOMO = -9.232 eV
molecular weight = 99.1 Da
E_tot = -325.7231 a.u.
Kohn-Sham gap = 10.14 eV
2S+1 = 1
LUMO level = 0.033 Eh


Entry from the Open Molecules 2025 dataset: an isolated ion of composition C4H11NO and charge +1 at a distorted geometry (the ωB97M-V functional and the def2-TZVPD basis).

Geometry as XYZ:
```
17
Properties=species:S:1:pos:R:3:mulliken_charge:R:1
C -1.360 0.712 0.856 -0.620
O -1.644 0.341 2.183 -0.512
C 0.089 0.171 0.390 0.251
C 0.204 0.107 -1.132 -0.536
C 1.628 -0.039 -1.612 -1.263
N 0.342 -1.049 0.993 -0.192
H -2.090 0.287 0.169 0.414
H -1.238 1.783 0.887 0.313
H -2.373 -0.291 2.190 0.350
H 0.805 0.882 0.812 0.316
H -0.441 -0.718 -1.480 0.398
H -0.288 0.999 -1.523 0.368
H 1.693 -0.096 -2.703 0.358
H 2.124 -0.919 -1.215 0.358
H 2.245 0.817 -1.360 0.363
H 0.073 -1.918 0.538 0.310
H 0.231 -1.069 2.008 0.325
```

Results
E_HOMO (alpha / beta) = -15.563 / -15.725 eV
net charge = +1
molecular weight = 89.1 Da
E_tot = -288.6691 a.u.
Kohn-Sham gap (alpha / beta) = 12.28 / 7.46 eV
2S+1 = 2
LUMO level (alpha / beta) = -0.121 / -0.304 Eh
<S²> = 0.76


Entry from the Open Molecules 2025 dataset: one molecule with the formula C28H32N2O6 at a distorted geometry (the ωB97M-V functional and the def2-TZVPD basis).

Geometry as XYZ:
```
68
Properties=species:S:1:pos:R:3:mulliken_charge:R:1
C -1.113 -4.326 -2.689 -1.173
C -2.188 -3.300 -2.343 -0.485
O -2.177 -2.938 -0.978 -0.505
C -1.219 -2.099 -0.509 1.321
C -0.281 -1.425 -1.272 -1.159
C 0.617 -0.547 -0.681 -0.569
C 0.600 -0.346 0.685 -0.600
C -0.324 -1.032 1.467 0.674
C -1.239 -1.898 0.893 0.639
O -2.185 -2.609 1.557 -0.567
C -2.388 -2.399 2.939 -0.560
C -3.131 -1.098 3.237 -0.802
H -3.363 -1.044 4.297 0.435
H -2.533 -0.231 2.965 0.103
H -4.058 -1.069 2.670 0.273
H -3.001 -3.249 3.249 0.417
H -1.437 -2.443 3.485 0.341
H -0.311 -0.880 2.535 0.457
C 1.566 0.630 1.322 -0.971
N 1.309 2.007 0.933 0.544
C 2.319 2.578 0.225 0.030
O 2.348 3.709 -0.202 -0.705
C 3.366 1.515 0.139 1.112
C 2.959 0.413 0.812 0.313
C 3.779 -0.779 0.919 -0.025
O 3.460 -1.802 1.498 -0.688
C 5.075 -0.586 0.234 0.176
C 6.021 -1.616 0.235 -0.624
C 7.234 -1.462 -0.394 -0.731
C 7.533 -0.267 -1.043 -0.320
C 6.620 0.765 -1.061 -0.672
C 5.388 0.613 -0.424 0.466
O 4.533 1.672 -0.479 -0.580
H 6.830 1.699 -1.557 0.468
H 8.485 -0.145 -1.536 0.398
H 7.956 -2.264 -0.386 0.404
H 5.758 -2.530 0.746 0.498
C 0.190 2.768 1.428 -1.732
H 0.140 2.643 2.517 0.309
C -1.159 2.390 0.812 1.481
C -1.201 2.692 -0.696 -1.176
N -2.428 2.430 -1.403 0.214
C -3.599 3.212 -1.061 -0.825
C -4.518 2.528 -0.036 -0.343
O -4.866 1.224 -0.446 -0.502
C -3.712 0.432 -0.636 0.165
C -2.784 1.055 -1.687 -0.617
H -1.877 0.459 -1.780 0.156
H -3.315 1.052 -2.649 0.229
H -4.065 -0.547 -0.966 0.299
H -3.183 0.311 0.320 -0.100
H -5.459 3.076 0.054 0.379
H -4.036 2.484 0.953 0.175
H -3.287 4.189 -0.691 0.401
H -4.175 3.354 -1.984 0.382
H -0.965 3.751 -0.843 0.292
H -0.418 2.110 -1.188 0.358
H -1.924 2.975 1.326 0.444
H -1.352 1.331 0.982 -0.802
H 0.415 3.815 1.202 0.503
H 1.517 0.531 2.414 0.450
H 1.328 -0.021 -1.300 0.352
H -0.236 -1.566 -2.340 0.420
H -2.104 -2.411 -2.982 0.292
H -3.179 -3.738 -2.495 0.431
H -0.118 -3.924 -2.512 0.313
H -1.239 -5.210 -2.070 0.319
H -1.199 -4.610 -3.735 0.399
```

Results
E_HOMO = -7.820 eV
structure (SMILES) = CCOc1ccc([C@H]2c3c(oc4ccccc4c3=O)C(=O)N2CCCN2CCOCC2)cc1OCC
molecular weight = 492.6 Da
E_tot = -1647.1080 a.u.
Kohn-Sham gap = 7.53 eV
2S+1 = 1
LUMO level = -0.011 Eh


Entry from the Open Molecules 2025 dataset: one molecule with the formula C24H28N4O2 at a distorted geometry (the ωB97M-V functional and the def2-TZVPD basis).

Geometry as XYZ:
```
58
Properties=species:S:1:pos:R:3:mulliken_charge:R:1
C -1.879 3.383 0.170 -0.851
H -1.993 2.623 0.940 0.149
H -2.457 4.260 0.452 0.406
H -2.279 2.987 -0.760 0.276
C -0.401 3.753 0.011 -1.146
C 0.391 2.512 -0.260 -0.441
N 0.942 1.955 0.806 0.010
C 1.581 0.792 0.741 0.225
N 2.120 0.346 1.921 0.003
C 1.908 1.186 3.084 -0.790
H 2.084 2.223 2.806 0.419
H 2.638 0.882 3.838 0.415
C 0.466 1.008 3.600 -0.821
N -0.005 -0.306 3.209 0.139
C -1.103 -0.412 2.417 0.454
O -1.834 0.530 2.181 -0.693
C -1.382 -1.786 1.887 -0.758
C -0.917 -2.147 0.629 0.725
C -1.206 -3.397 0.112 -0.764
C -1.967 -4.290 0.847 -0.507
C -2.443 -3.930 2.097 -0.600
C -2.154 -2.681 2.618 -0.155
H -2.526 -2.393 3.590 0.490
H -3.043 -4.623 2.668 0.410
H -2.193 -5.266 0.443 0.397
H -0.836 -3.671 -0.864 0.425
H -0.330 -1.445 0.055 0.392
C 1.007 -1.327 3.322 -0.895
H 1.410 -1.286 4.338 0.356
C 2.126 -1.056 2.280 -0.490
H 1.960 -1.667 1.395 0.102
H 3.104 -1.318 2.697 0.395
H 0.570 -2.312 3.162 0.435
H 0.424 1.112 4.690 0.417
H -0.201 1.737 3.138 0.340
C 1.750 0.124 -0.498 0.220
C 1.201 0.731 -1.635 0.973
C 0.501 1.926 -1.521 0.871
C -0.051 2.463 -2.809 -0.827
O -0.714 1.478 -3.570 -0.446
C -0.086 0.199 -3.692 1.653
C 0.067 -0.105 -5.186 -1.888
H 0.502 -1.091 -5.329 0.366
H -0.908 -0.072 -5.663 0.405
H 0.705 0.637 -5.659 0.415
C -1.013 -0.833 -3.037 -1.411
H -1.979 -0.820 -3.535 0.520
H -1.172 -0.584 -1.990 0.167
H -0.588 -1.830 -3.108 0.295
C 1.298 0.162 -3.011 -1.512
H 1.676 -0.860 -3.002 0.654
H 1.992 0.776 -3.595 0.451
H 0.779 2.899 -3.396 0.203
H -0.798 3.240 -2.647 0.452
C 2.485 -1.062 -0.663 -0.233
N 3.083 -2.025 -0.862 -0.712
H -0.038 4.192 0.941 0.376
H -0.274 4.478 -0.795 0.539
```

Results
E_HOMO = -8.267 eV
structure (SMILES) = CCc1nc(N2CCN(C(=O)c3ccccc3)CC2)c(C#N)c2c1COC(C)(C)C2
molecular weight = 404.5 Da
E_tot = -1300.8773 a.u.
Kohn-Sham gap = 8.74 eV
2S+1 = 1
LUMO level = 0.017 Eh